Computed, not measured: a structure of composition C12H8N2O4Pr in a non-equilibrium geometry, with ωB97M-V/def2-TZVPD.

Orbital gap (spin up / spin down), eV: 6.478 / 6.540
HOMO energy (spin up / spin down), eV: -20.32 / -20.32
Spin multiplicity: 3
LUMO level (spin up / spin down), eV: -13.84 / -13.78
Total charge: +3

Each line ends with the Mulliken spin population.
Atoms and positions in Å:
Pr  0.0440  -0.2898  -1.1363  2.013
C  0.0547  1.6301  0.4353  -0.003
O  0.0255  2.0774  1.5116  0.005
C  0.0246  2.1904  -2.2838  -0.003
O  0.0219  3.2444  -2.7469  0.002
C  -2.3048  0.3446  -1.3973  -0.003
O  -3.4470  0.2856  -1.3373  0.002
C  2.3591  0.3451  -1.3623  -0.004
O  3.5054  0.2969  -1.3319  0.003
C  0.0312  -1.5887  -3.2752  0.017
H  0.9952  -2.0429  -2.8103  0.000
H  -0.9299  -2.0471  -2.8111  0.000
C  0.0288  -0.3333  -3.7839  -0.018
H  -0.9192  0.2224  -4.0600  0.000
H  0.9757  0.2267  -4.0602  0.000
N  2.8507  0.4586  4.3648  -0.001
C  1.9684  0.0353  3.6701  0.001
C  0.8403  -0.3982  2.9377  -0.001
C  -0.4445  -0.0914  3.4482  0.001
C  -1.5554  -0.3199  2.6636  -0.001
C  -1.4171  -0.8115  1.4333  -0.001
N  -0.2059  -1.2048  1.0267  -0.009
C  0.9486  -0.8859  1.6629  0.002
H  -0.5231  0.3938  4.4116  0.000
H  -2.5554  0.0275  2.9980  0.000
H  -2.3171  -0.8342  0.7051  -0.001
H  1.9454  -0.9310  1.1274  0.000